DFT (ωB97M-V/def2-TZVPD) results for a molecular structure, C13H22MgN10S3 in a non-equilibrium geometry.

As for the net charge: +2. Its LUMO energy is -0.2017 Ha. The calculation puts the HOMO energy at -14.03 eV. The total energy comes out at -2450.42831 Ha. The energy above the lowest of the compared OMol25 structures with the same formula, charge and spin comes out at 0.032 eV.

```
49
C13H22MgN10S3 (ωB97M-V/def2-TZVPD)
Mg -0.775 0.547 0.208
N 0.735 2.596 2.819
C 0.341 1.351 3.046
N -0.422 0.679 2.191
C -0.635 -0.637 2.710
C -0.070 -0.906 3.962
S 0.791 0.478 4.497
C -1.592 -1.488 1.961
C -2.240 -2.654 2.299
S -3.147 -3.303 0.969
C -2.678 -1.963 -0.029
N -1.842 -1.107 0.579
N -3.285 -1.755 -1.224
H 0.587 3.038 1.908
H 1.254 3.154 3.484
H -0.093 -1.843 4.502
H -2.260 -3.065 3.362
H -3.722 -2.598 -1.674
H -2.729 -1.312 -2.015
C 0.939 -0.326 -2.140
N 1.136 0.034 -0.716
C 2.088 1.156 -0.652
N 3.337 0.854 -1.270
C 3.077 0.529 -2.670
N 2.164 -0.652 -2.789
C 2.790 -1.764 -2.082
N 3.062 -1.455 -0.650
C 1.801 -1.139 -0.034
C 3.962 -0.293 -0.574
H 0.397 0.479 -2.739
H 0.328 -1.241 -2.089
H 2.273 1.416 0.417
H 1.603 2.022 -1.060
H 4.031 0.333 -3.236
H 2.506 1.336 -3.156
H 3.780 -1.945 -2.532
H 2.237 -2.685 -2.042
H 1.987 -0.720 0.977
H 1.110 -1.960 0.010
H 4.969 -0.551 -0.954
H 4.016 -0.042 0.483
N -4.472 1.128 -0.334
C -3.603 2.049 -0.657
N -3.818 3.317 -0.315
S -2.086 1.685 -1.423
H -5.414 1.470 0.004
H -4.365 0.151 -0.516
H -4.743 3.592 0.050
H -3.310 4.005 -0.864
```